No. 1
The following is a quantum chemistry calculation of a cluster of 4 separate species, C10H29NO7 in total in a non-equilibrium geometry, from the OMol25 dataset.

Structure (XYZ):
```
47
Properties=species:S:1:pos:R:3:forces:R:3
C 4.152546 0.778236 1.974526 0.65 -0.19 1.76
O 2.846796 1.254236 1.864706 -1.36 0.57 -2.52
C 1.857156 0.275046 2.064176 -2.26 -0.61 1.51
C 0.334236 0.672216 1.826876 1.04 2.28 -1.45
C -0.731264 -0.307194 2.309086 0.46 0.67 -0.06
N 0.133896 1.068976 0.408226 0.53 -0.61 -1.04
H 4.095886 0.353336 2.976696 1.14 -0.59 0.21
H 4.883846 1.586346 1.990946 -0.48 0.46 0.09
H 4.602786 0.073506 1.275426 -0.95 -0.41 -0.48
H 1.974536 -0.728374 1.654956 0.75 0.16 -0.79
H 1.818006 0.107376 3.140496 0.25 -0.30 0.54
H 0.192236 1.661056 2.262916 0.11 -0.31 1.43
H -0.386654 -0.819804 3.207186 -0.18 -0.20 -0.09
H -1.046504 -0.996914 1.526136 0.31 -0.25 0.07
H -1.601554 0.301756 2.553766 -0.12 -0.16 0.15
H -0.774264 1.362976 0.078206 -0.79 -0.55 0.72
H 0.630556 1.933376 0.246266 0.80 -0.15 -0.05
O -3.237154 1.948766 0.220806 -0.81 -0.35 -0.64
C -4.650824 1.592716 0.219156 1.04 1.50 1.03
C -4.870734 0.162096 0.490636 -0.62 0.17 1.47
O -6.309974 0.104856 0.580806 0.21 -0.93 -0.62
H -3.296314 2.901396 0.323786 0.69 0.13 -0.15
H -5.011484 2.242466 1.016556 -0.89 -0.41 0.00
H -5.205274 1.797776 -0.696614 0.38 0.38 -0.31
H -4.608094 -0.170094 1.495016 1.25 0.17 -0.21
H -4.323034 -0.404604 -0.262334 -0.77 -0.66 -0.15
H -6.419654 -0.220174 1.477426 -0.72 -0.05 -0.20
O -2.075804 0.502166 -1.911934 0.06 1.02 1.08
C -2.179074 -0.860424 -1.834814 0.68 -2.91 -2.59
C -0.863354 -1.535204 -2.289114 0.71 0.30 1.20
O 0.012586 -1.563234 -1.124204 -0.22 -0.93 -1.00
H -2.638934 0.748816 -1.174614 0.09 1.45 0.04
H -2.414124 -1.311974 -0.870994 0.03 0.38 0.39
H -2.973914 -1.150004 -2.522194 -0.28 -0.51 -0.12
H -0.332654 -1.038144 -3.101134 -0.34 0.78 -0.01
H -0.909984 -2.551404 -2.680594 -0.65 -0.22 0.55
H -0.163564 -0.784244 -0.591524 0.36 0.82 0.08
O 2.826816 -1.952674 -1.351634 2.15 1.86 0.34
C 3.323456 -0.561884 -1.620054 -0.72 -0.59 -1.19
C 4.818026 -0.497484 -2.114094 -1.94 -0.79 -0.43
O 5.515236 -1.549094 -1.548074 1.46 -0.39 0.80
H 1.871366 -1.867984 -1.390874 -0.62 0.02 0.17
H 2.589336 -0.270614 -2.371274 0.51 0.64 -0.52
H 3.230816 0.226556 -0.873144 -0.35 -0.80 1.05
H 5.281346 0.447736 -1.831254 -0.05 -0.11 0.24
H 4.874556 -0.565764 -3.200484 -0.15 0.09 -0.27
H 5.158146 -2.396484 -1.823814 -0.38 0.12 -0.03
```
Forces are in eV/Å.

The total charge is 0. The SMILES is COC[C@H](C)N.OCCO.OCCO.OCCO. For the energy above the lowest of the compared OMol25 structures with the same formula, charge and spin, the calculation gives 39.8 kcal per mole. The total energy comes out at -979.6852 hartree. As for the frontier orbital gap: 9.425 eV.

---

No. 2
The following is a quantum chemistry calculation of a cluster of 2 separate species, CH2INOS in total in a non-equilibrium geometry, from the OMol25 dataset.

Structure (XYZ):
```
7
Properties=species:S:1:pos:R:3:forces:R:3
C -0.014181 -0.828270 0.237513 -0.11 0.97 1.83
N -0.094666 -0.242672 -0.902090 -0.01 0.78 -0.10
O 0.022590 0.765727 1.563587 -0.05 -2.27 -1.32
S 0.010691 -2.159853 1.044979 0.02 0.12 -0.04
I 0.392314 2.438320 0.729683 0.11 0.80 -0.14
H -0.041436 0.788397 -0.929850 -0.03 -0.29 -0.16
H -0.275311 -0.761649 -1.743823 0.07 -0.11 -0.06
```
Forces are in eV/Å.

The total charge is 0. For the energy above the lowest of the compared OMol25 structures with the same formula, charge and spin, the calculation gives 36.0 kcal per mole. The total energy comes out at -865.0772 hartree. As for the frontier orbital gap: 8.128 eV.

---

No. 3
The following is a quantum chemistry calculation of an isolated molecule of C5H10N2O in a non-equilibrium geometry, from the OMol25 dataset.

Structure (XYZ):
```
18
Properties=species:S:1:pos:R:3:forces:R:3
C 1.743819 1.393503 -0.017714 -0.40 0.32 -0.94
N 1.697531 -0.031209 -0.129661 1.18 -0.43 1.06
C 0.773679 -0.804185 0.266475 -0.03 -0.60 -1.37
C 1.063577 -2.266088 0.432626 0.07 -0.02 -0.13
N -0.533692 -0.453804 0.500219 0.08 1.32 0.94
C -1.237207 0.268026 -0.269147 -0.87 -1.14 0.32
C -2.484036 0.909700 0.248359 -0.03 0.00 -0.22
O -1.135207 0.341241 -1.611612 0.38 0.57 -0.01
H 0.782958 1.911065 0.089190 -0.09 0.00 0.05
H 2.396179 1.697839 0.802657 -0.04 -0.20 0.09
H 2.225713 1.752688 -0.932627 -0.11 0.24 0.11
H 0.839378 -2.560476 1.456054 -0.06 -0.06 0.05
H 2.109123 -2.461536 0.215416 0.02 0.02 0.02
H 0.436856 -2.854160 -0.236560 -0.10 -0.11 0.03
H -2.495290 1.964237 -0.018722 -0.05 0.07 -0.02
H -3.348432 0.433770 -0.211620 -0.09 0.05 -0.08
H -2.543116 0.789875 1.324765 0.09 0.02 -0.02
H -0.291835 -0.030484 -1.908098 0.05 -0.06 0.11
```
Forces are in eV/Å.

The total charge is 0. The SMILES is C/N=C(C)\N=C(\C)O. For the energy above the lowest of the compared OMol25 structures with the same formula, charge and spin, the calculation gives 25.1 kcal per mole. The total energy comes out at -381.2454 hartree. As for the frontier orbital gap: 9.407 eV.

---

No. 4
The following is a quantum chemistry calculation of a structure of composition C4H3FO6Sn in a non-equilibrium geometry, from the OMol25 dataset.

Structure (XYZ):
```
15
Properties=species:S:1:pos:R:3:forces:R:3
C -0.613969 0.064945 -1.190830 1.14 3.75 -3.99
C 0.855419 -0.282967 -1.367131 0.98 -1.85 1.48
O 1.791241 0.738891 -1.013548 -2.41 -1.39 -2.26
C 2.009655 1.122911 0.203616 9.64 5.40 -1.02
O 1.275688 1.043180 1.185414 -3.13 -1.89 3.66
O 3.118038 1.767671 0.348418 -3.80 -2.58 -0.57
O -0.954863 1.020867 -0.478685 -1.52 -1.68 -2.32
F -1.239169 -0.030553 -2.359262 -0.29 -0.82 2.05
H 1.078155 -0.538486 -2.406757 -0.39 0.08 0.21
H 1.039465 -1.164772 -0.732733 0.21 -0.08 -0.32
O -2.471772 -2.217515 2.249569 0.78 2.33 -1.33
C -2.002804 -1.273040 1.675397 -0.36 -5.07 -3.25
O -1.567298 -0.173233 2.126031 -0.76 0.07 2.76
Sn -0.645629 1.260303 1.426426 0.96 3.93 2.04
H -1.672158 -1.338204 0.334073 -1.05 -0.21 2.88
```
Forces are in eV/Å.

The total charge is +1. Its spin multiplicity is 2. As for the expectation value of S²: 0.763. The total energy comes out at -919.3948 hartree. As for the frontier orbital gap (spin up / spin down): 7.475 / 5.051 eV.

---

No. 5
The following is a quantum chemistry calculation of an isolated molecule of C5H8N4O in a non-equilibrium geometry, from the OMol25 dataset.

Structure (XYZ):
```
18
Properties=species:S:1:pos:R:3:forces:R:3
C -1.594180 1.764492 0.315276 1.21 1.69 3.74
N -0.677191 1.534287 -0.754662 -0.88 0.47 -0.53
N 0.095600 0.413276 -0.634774 2.33 0.03 0.16
C -0.249790 -0.793095 -0.386054 -1.90 1.84 -0.23
N -1.596035 -1.249120 -0.330290 1.15 0.19 -0.54
C 0.692537 -1.837953 -0.156498 3.77 0.23 0.26
C 2.069676 -1.800759 0.038543 -3.43 1.74 -0.33
N 2.774596 -0.627504 0.093211 0.00 0.40 -0.06
C 2.453529 0.557931 0.076011 0.63 -2.24 -0.16
O 2.554623 1.694727 0.117040 -0.22 2.36 0.03
H -2.245106 0.913901 0.495280 -0.09 0.56 0.29
H -0.971564 2.057492 1.342712 -1.29 -1.51 -1.90
H -2.127791 2.730712 0.299341 -0.19 -0.65 -1.07
H -0.109294 2.390125 -0.815767 0.23 -1.13 -0.32
H -1.687471 -1.840621 0.454674 -0.52 -0.89 0.77
H -2.286257 -0.533818 -0.320777 -0.33 0.26 -0.19
H 0.215117 -2.746143 -0.080739 -0.61 -2.23 0.03
H 2.689009 -2.627932 0.247477 0.14 -1.11 0.06
```
Forces are in eV/Å.

The total charge is 0. The SMILES is CN/N=C(N)/C=C\N=C=O. For the energy above the lowest of the compared OMol25 structures with the same formula, charge and spin, the calculation gives 78.5 kcal per mole. The total energy comes out at -489.5039 hartree. As for the frontier orbital gap: 8.554 eV.

---

No. 6
The following is a quantum chemistry calculation of a structure of composition C32H37F3O6SSbSc in a non-equilibrium geometry, from the OMol25 dataset.

Structure (XYZ):
```
81
Properties=species:S:1:pos:R:3:forces:R:3
Sc -0.151766 -1.613967 0.311404 -1.65 -0.22 1.01
C -1.300599 -4.856127 0.517722 -0.08 0.08 0.06
O -1.643735 -3.451565 0.582946 0.32 0.33 0.00
C -2.875954 -3.240114 1.273971 0.00 -0.34 -0.06
C -3.252260 -1.815395 1.056868 -0.03 0.32 0.08
O -2.113587 -0.983641 1.351004 0.24 0.07 -0.18
C -1.975287 -0.557159 2.733201 -0.30 -0.06 -0.19
C -0.757887 -1.188924 3.314434 0.35 0.03 0.06
O 0.332438 -0.837324 2.445103 -0.27 -0.19 -0.30
C 1.610964 -0.803353 3.111866 -0.16 -0.10 -0.03
H -2.074789 -5.377387 -0.039228 -0.08 -0.08 -0.04
H -1.228045 -5.258216 1.526211 0.03 -0.03 0.05
H -0.349980 -4.953729 0.012491 0.07 0.01 -0.06
H -2.748312 -3.487843 2.328998 0.01 -0.01 0.11
H -3.648421 -3.884157 0.858591 -0.10 -0.16 -0.02
H -4.095711 -1.524677 1.677407 -0.09 0.06 0.03
H -3.512450 -1.632684 0.017646 0.00 0.03 -0.09
H -2.867009 -0.828047 3.293854 -0.07 -0.04 0.02
H -1.868177 0.519834 2.724202 -0.01 0.23 -0.02
H -0.829230 -2.274378 3.379856 -0.01 -0.17 0.04
H -0.583474 -0.787201 4.309281 0.09 0.06 0.14
H 1.537815 -0.135586 3.963742 0.00 0.08 0.10
H 2.332723 -0.410878 2.408723 0.05 0.05 -0.11
H 1.895086 -1.805058 3.424506 0.03 -0.08 0.03
C 1.600540 -0.014568 -4.133754 -0.01 -0.07 0.11
C 0.722354 -1.054408 -3.487228 0.05 0.08 -0.05
C 1.000466 -2.411833 -3.639976 0.06 -0.05 -0.04
C 0.196951 -3.390978 -3.074118 0.13 -0.08 -0.06
C -0.913508 -3.034596 -2.327187 0.01 -0.09 0.02
C -1.213884 -1.684420 -2.155719 0.14 0.14 -0.12
C -0.405756 -0.703730 -2.744416 0.08 -0.06 -0.11
H 2.005009 -0.374230 -5.081188 -0.05 -0.01 0.07
H 2.447845 0.231001 -3.482732 -0.09 -0.03 -0.04
H 1.052277 0.907317 -4.319436 -0.01 0.00 0.00
H 1.854526 -2.709042 -4.240074 -0.05 0.01 0.04
H 0.427739 -4.436584 -3.231499 0.01 0.04 -0.01
H -1.580981 -3.793528 -1.948981 -0.03 -0.03 0.00
H -2.178706 -1.405546 -1.758024 -0.18 0.11 0.20
H -0.710497 0.333362 -2.706377 -0.03 0.10 0.02
C 3.952368 3.047871 -2.287166 -0.01 0.02 0.00
C 2.687293 3.432801 -2.714234 0.02 -0.01 -0.03
C 1.552184 2.917433 -2.098601 0.12 0.03 -0.04
C 1.690062 2.017774 -1.047445 0.10 -0.13 0.00
C 2.960206 1.613399 -0.632441 0.03 0.04 -0.20
C 4.091131 2.131992 -1.250268 -0.03 -0.01 -0.01
Sb 0.029648 1.251854 -0.010961 0.01 0.75 0.11
C -1.605411 2.259886 -0.866455 -0.08 -0.05 -0.09
C -1.530243 3.643319 -1.035453 -0.13 -0.01 0.03
C -2.609482 4.329534 -1.575774 -0.03 0.02 -0.02
C -3.765155 3.644079 -1.937904 0.01 0.01 0.00
C -3.851808 2.269885 -1.752948 0.02 0.02 0.01
C -2.770718 1.579173 -1.217188 0.00 0.24 -0.04
C 0.117468 2.363427 1.796207 0.02 0.02 0.10
C 1.317746 2.513763 2.490123 -0.09 0.10 0.05
C 1.354532 3.241790 3.674969 -0.03 -0.03 -0.03
C 0.191867 3.817668 4.175233 0.00 0.00 -0.01
C -1.006370 3.672612 3.486710 -0.02 -0.03 -0.04
C -1.045860 2.948217 2.297345 0.10 0.02 0.14
H 4.833460 3.460957 -2.764981 -0.07 -0.04 0.03
H 2.580631 4.136653 -3.532215 0.02 -0.05 0.07
H 0.572542 3.221303 -2.448611 0.07 -0.01 0.01
H 3.083422 0.876504 0.155023 -0.01 0.01 0.04
H 5.077599 1.819619 -0.926759 -0.07 0.03 -0.02
H -0.643202 4.192306 -0.733892 -0.08 -0.04 -0.02
H -2.548521 5.403903 -1.712509 -0.02 -0.10 0.01
H -4.603260 4.185301 -2.361671 0.06 -0.04 0.04
H -4.758474 1.738712 -2.023310 0.09 0.06 0.01
H -2.850330 0.510419 -1.067828 0.01 -0.06 0.01
H 2.241246 2.100287 2.101348 0.00 0.01 -0.02
H 2.294221 3.370293 4.200890 -0.07 0.00 -0.04
H 0.224010 4.394375 5.093391 -0.01 -0.06 -0.09
H -1.911396 4.136548 3.865882 0.10 -0.05 -0.04
H -1.984273 2.864014 1.758965 0.02 0.02 0.00
F 3.981800 -4.022824 1.363445 0.19 -0.08 0.20
C 3.702826 -2.989958 0.606794 -0.34 0.00 -0.21
F 4.458922 -2.957633 -0.466092 0.16 0.03 -0.01
F 3.819797 -1.857168 1.287068 0.12 -0.01 0.06
S 1.954664 -3.185908 0.037892 0.20 0.07 -0.11
O 1.909153 -4.320151 -0.809935 0.15 0.08 0.13
O 1.058904 -3.193779 1.226709 0.28 -0.12 -0.37
O 1.610040 -1.850903 -0.597409 0.83 -0.56 -0.30
```
Forces are in eV/Å.

The total charge is +2. For the energy above the lowest of the compared OMol25 structures with the same formula, charge and spin, the calculation gives 10.7 kcal per mole. The total energy comes out at -3391.3343 hartree. As for the frontier orbital gap: 8.029 eV.